Density functional theory data (wB97M-V/def2-TZVPD) for a single C3H3ClFNO molecule in a non-equilibrium geometry.

Geometry (Å):
C  0.33  -1.08  0.08
C  -0.48  0.14  0.00
C  -1.84  0.08  0.05
H  3.32  -0.83  0.15
H  -0.27  -1.96  0.10
H  -2.53  0.90  0.06
N  1.58  -1.38  0.02
O  2.47  -0.30  -0.08
F  -2.43  -1.14  -0.07
Cl  0.15  1.73  0.00

Energy above the lowest of the compared OMol25 structures with the same formula, charge and spin   58.9 kcal per mole
HOMO level   -9.221 eV
Total energy   -806.065831 Eh
SMILES   O/N=C\C(Cl)=C/F
LUMO energy   0.2 eV
Maximum force   2.82 eV Å⁻¹

Results of the Mulliken charge analysis, in e, for atoms 1 through 6: number 1, C, carries -0.112; number 2, C, carries 0.417; number 3, C, carries -0.254; number 4, H, carries 0.375; number 5, H, carries 0.384; number 6, H, carries 0.400